DFT (wB97M-V/def2-TZVPD) results for a molecular structure, C35H48BCl2N2O2P2Ti at a distorted geometry.

Geometry (Å):
Ti: -0.64757 -0.14900 1.13006
C: -0.02586 2.05836 4.81223
C: -0.67888 0.67836 4.91572
C: 0.33966 -0.36788 5.36505
C: -1.43462 0.29451 3.65251
C: -1.71779 -1.04085 3.33607
C: -2.62628 -1.37618 2.33531
C: -3.31926 -0.38360 1.61942
C: -4.54749 -0.68504 0.80926
C: -2.94662 0.93846 1.85380
C: -2.01773 1.27143 2.84068
H: 0.62326 2.22031 5.67180
H: -0.75572 2.86862 4.80821
H: 0.58989 2.13208 3.91324
H: -1.45814 0.72777 5.68655
H: 1.11102 -0.52872 4.61247
H: -0.11638 -1.33056 5.59638
H: 0.83179 -0.02376 6.27390
H: -1.28198 -1.83868 3.92093
H: -2.89818 -2.41512 2.20825
H: -4.54696 -1.68727 0.38977
H: -4.68634 0.03308 0.00199
H: -5.41808 -0.60713 1.46438
H: -3.46278 1.73132 1.32609
H: -1.83972 2.31658 3.04840
C: -2.62418 2.01514 -1.48535
P: -0.98007 1.52307 -0.85789
C: -0.33016 0.62747 -2.34647
N: -0.09522 1.34420 -3.41085
C: 0.40908 0.72930 -4.51040
C: 0.68208 1.48485 -5.67398
C: 1.17986 0.85787 -6.77776
C: 1.42881 -0.53797 -6.76722
C: 1.18809 -1.28218 -5.65021
C: 0.67060 -0.65228 -4.49482
N: 0.40559 -1.39007 -3.38501
C: -0.10231 -0.79302 -2.34250
P: -0.60502 -1.86481 -0.90614
C: 0.73239 -3.10154 -0.79927
C: -2.00933 -2.82665 -1.67857
C: -3.02147 -1.82194 -2.22932
C: -1.55900 -3.76930 -2.79834
C: -2.64527 -3.67270 -0.57232
C: -0.04025 3.12220 -0.73764
C: -0.44157 3.71870 0.61883
C: 1.45583 2.80948 -0.71469
C: -0.36843 4.12705 -1.84322
H: -2.51294 2.42045 -2.49081
H: -3.07056 2.77298 -0.84097
H: -3.28884 1.15386 -1.52730
H: 0.48706 2.54875 -5.65421
H: 1.38896 1.42454 -7.67504
H: 1.81213 -1.01053 -7.66162
H: 1.36677 -2.34908 -5.61931
H: 1.25615 -3.17175 -1.75193
H: 0.29503 -4.07354 -0.56932
H: 1.42703 -2.83534 -0.00583
H: -3.25667 -1.04149 -1.50383
H: -2.65073 -1.33870 -3.13539
H: -3.95170 -2.33572 -2.48256
H: -0.92595 -3.27948 -3.53470
H: -2.45108 -4.14161 -3.30856
H: -1.02312 -4.63355 -2.40531
H: -3.03067 -3.06055 0.23790
H: -1.93487 -4.38470 -0.14751
H: -3.47573 -4.24852 -0.98766
H: -0.14366 3.06980 1.44659
H: -1.51624 3.91012 0.69211
H: 0.07004 4.67482 0.75001
H: 1.72027 2.12264 0.09289
H: 2.00241 3.74107 -0.54877
H: 1.79876 2.38170 -1.65688
H: -1.38937 4.50418 -1.76160
H: -0.23069 3.70551 -2.83543
H: 0.30352 4.98227 -1.73790
O: 2.21727 0.88754 2.43005
B: 1.45855 -0.22744 2.01434
O: 2.12752 -1.39731 2.43161
C: 3.26778 -0.98878 3.08573
C: 4.23317 -1.75758 3.69719
C: 5.27368 -1.07009 4.31881
C: 5.32969 0.32040 4.31445
C: 4.34659 1.08545 3.69011
C: 3.32183 0.39266 3.08460
H: 4.18199 -2.83758 3.69224
H: 6.05345 -1.63047 4.81665
H: 6.15362 0.81928 4.80658
H: 4.38379 2.16605 3.67678
Cl: 3.72033 0.77017 -3.38346
C: 3.71155 -0.67666 -2.36851
Cl: 2.73027 -0.46479 -0.90829
H: 4.72838 -0.89006 -2.06261
H: 3.28588 -1.49287 -2.94265

As for the spin multiplicity: 3. The value obtained for the total energy is -4099.80327 hartree. As for the net charge: +1. The LUMO energy (alpha / beta) is -3.0 / -3.1 eV. The relative energy (zero: lowest compared OMol25 entry of this formula, charge and spin) is 19.38 kJ/mol.

***

DFT (wB97M-V/def2-TZVPD) results for a molecular structure, C31H25ClF3FeN2O11S2 at a distorted geometry.

Geometry (Å):
Fe: -0.73413 -0.62994 -0.19679
O: 0.71462 0.68300 0.41255
C: 0.51950 1.62913 1.24299
C: 1.12476 2.89859 1.00126
C: 0.91792 3.95909 1.83530
C: 0.12192 3.82573 2.99326
C: -0.43802 2.60960 3.28074
C: -0.27100 1.49477 2.43234
C: -0.73504 0.21634 2.84136
N: -0.68858 -0.79472 2.03594
N: -0.74852 -2.02566 2.56409
C: -0.42731 -2.87809 1.59766
O: -0.11432 -2.51090 0.43059
C: -0.39116 -4.32363 1.93540
C: -0.84451 -4.78774 3.16656
C: -0.81056 -6.14397 3.45319
C: -0.32457 -7.04316 2.51246
C: 0.11869 -6.58107 1.28048
C: 0.08107 -5.22656 0.98924
H: 1.70619 2.97652 0.08967
H: 1.35255 4.92382 1.59496
H: -0.03595 4.67827 3.64343
H: -1.03891 2.47535 4.17511
H: -1.05809 0.04111 3.86946
H: -1.21828 -4.07061 3.88479
H: -1.17265 -6.50130 4.41013
H: -0.30375 -8.10425 2.73420
H: 0.47607 -7.27999 0.53401
H: 0.37412 -4.85266 0.01726
F: -2.83043 -2.94108 -4.07107
C: -3.29919 -3.45630 -2.92507
F: -3.69509 -4.71943 -3.18503
F: -4.38901 -2.76010 -2.57427
S: -2.01281 -3.43438 -1.60426
O: -0.94128 -4.21024 -2.18551
O: -2.67261 -4.00069 -0.45808
O: -1.74014 -1.99933 -1.52677
C: 4.67538 -3.78959 -0.57939
C: 3.77750 -2.72861 -1.15766
C: 2.54368 -3.05660 -1.70655
C: 1.70092 -2.07591 -2.20725
C: 2.09398 -0.74798 -2.15837
C: 3.32449 -0.39822 -1.62656
C: 4.15801 -1.38790 -1.13016
S: 0.97865 0.48668 -2.78843
O: 1.51612 1.78111 -2.41131
O: 0.84975 0.25985 -4.21005
O: -0.28249 0.16677 -2.06666
H: 4.24134 -4.78182 -0.70678
H: 4.82852 -3.63078 0.49073
H: 5.65942 -3.78622 -1.05563
H: 2.21564 -4.08985 -1.73209
H: 0.73552 -2.35228 -2.61533
H: 3.59755 0.64803 -1.57950
H: 5.11428 -1.11376 -0.69521
C: -2.44320 5.93011 1.08512
C: -1.38443 5.92111 0.02270
C: -0.62106 7.03878 -0.26361
C: 0.36521 6.98205 -1.23831
Cl: 1.31885 8.41692 -1.57100
C: 0.60689 5.81920 -1.93863
C: -0.15410 4.68698 -1.67033
C: -1.14523 4.73703 -0.69642
O: -1.92076 3.69790 -0.35076
C: -1.75639 2.47989 -1.09103
C: -2.76624 1.48696 -0.48977
O: -3.95897 1.68731 -0.61637
O: -2.22183 0.53228 0.20214
H: -2.43052 6.87326 1.63437
H: -2.28343 5.10817 1.78440
H: -3.43449 5.78454 0.65057
H: -0.78679 7.96005 0.28195
H: 1.38957 5.78031 -2.68415
H: 0.06425 3.76666 -2.19750
H: -0.73851 2.10630 -1.00713
H: -1.99856 2.66571 -2.14163

As for the spin multiplicity: 6. The value obtained for the total energy is -4953.57831 hartree. As for the net charge: -2. The LUMO energy (alpha / beta) is 3.9 / 3.9 eV. The relative energy (zero: lowest compared OMol25 entry of this formula, charge and spin) is 0.00 kJ/mol.

***

DFT (wB97M-V/def2-TZVPD) results for a molecular structure, C16H20Cl3N2ORuSi.

Geometry (Å):
Ru: 1.06255 1.21612 -0.30289
O: 2.45967 -0.30695 -1.58677
C: 1.77782 -1.21656 -2.46813
C: 1.34782 -0.54896 -3.76104
C: 0.62140 0.79012 -3.57473
C: -0.68003 0.66313 -2.84473
C: -1.86821 0.50350 -3.54526
C: -3.06299 0.36226 -2.86628
C: -3.04896 0.37765 -1.47989
C: -1.84044 0.53909 -0.84119
N: -0.67867 0.68604 -1.49847
H: 3.23746 0.06163 -2.02507
H: 0.92276 -1.56586 -1.88706
H: 2.41862 -2.07705 -2.66763
H: 0.71618 -1.25606 -4.30503
H: 2.22262 -0.36944 -4.39221
H: 0.42606 1.22258 -4.55563
H: 1.26487 1.49974 -3.04988
H: -1.84017 0.49946 -4.62583
H: -3.99112 0.24532 -3.40870
H: -3.95261 0.27174 -0.89859
H: -1.78041 0.54884 0.23785
Cl: 1.40482 3.27856 -1.17401
Si: 2.88218 1.22812 1.17211
Cl: 2.84428 1.98150 3.03779
Cl: 4.67353 0.34932 0.92576
C: 0.73052 -2.72082 1.91536
C: 0.01335 -1.66478 2.69748
C: -0.59986 -1.94588 3.89209
C: -1.27541 -0.94994 4.60234
C: -1.33695 0.35077 4.10921
C: -0.74394 0.70212 2.91511
C: -0.82700 2.12729 2.44779
C: -0.04527 -0.31686 2.17385
N: 0.52959 -0.09626 1.01133
H: 0.77602 -3.65095 2.47760
H: 1.74716 -2.40956 1.66880
H: 0.22452 -2.91560 0.96744
H: -0.55645 -2.95257 4.28732
H: -1.75688 -1.19033 5.54000
H: -1.86244 1.10944 4.67618
H: -1.85282 2.49312 2.50881
H: -0.48779 2.27189 1.41758
H: -0.21536 2.77509 3.07720

As for the spin multiplicity: 5. The value obtained for the total energy is -2571.24316 hartree. As for the net charge: +1. The LUMO energy (alpha / beta) is -3.6 / -5.5 eV. The relative energy (zero: lowest compared OMol25 entry of this formula, charge and spin) is 0.00 kJ/mol.

***

DFT (wB97M-V/def2-TZVPD) results for a molecular structure, C6H29O9Y at a distorted geometry.

Geometry (Å):
Y: 3.52640 0.54183 -2.21473
O: 1.76335 -0.55536 -1.36245
H: 0.95995 -0.81278 -0.86970
O: 1.85999 2.28254 -1.68758
H: 1.44009 2.97805 -2.19373
H: 1.20123 2.02345 -1.04328
O: 0.89645 -3.46610 -1.25552
H: 1.12874 -2.88342 -1.97854
H: 0.36171 -2.92559 -0.67401
O: 1.88109 0.32140 -4.00446
H: 1.37127 -0.48860 -3.98992
H: 1.73357 0.68215 -4.87871
O: 4.48630 -1.49692 -1.32783
H: 3.93939 -1.96500 -0.69695
H: 5.36667 -1.84540 -1.18732
O: 1.82123 -1.93530 1.11964
H: 1.82231 -1.28645 0.41591
H: 2.06973 -1.44193 1.90134
O: -0.93324 -0.15393 -2.09917
H: -0.92932 0.43209 -1.34235
H: -0.00774 -0.31580 -2.28215
C: -1.43877 3.28325 -0.88092
C: -0.65711 2.78770 0.37196
C: -1.69851 2.53082 1.44723
O: -0.16899 1.56262 0.00069
H: -0.72359 3.84356 -1.48315
H: -2.31008 3.92587 -0.75458
H: -1.60329 2.50779 -1.62905
H: 0.14067 3.40296 0.78803
H: -1.97504 3.53375 1.77245
H: -1.39205 2.00757 2.35297
H: -2.60714 2.23452 0.92310
H: 0.26142 1.28271 0.81186
C: -0.98326 -1.43319 3.21484
C: -1.78974 -2.23233 2.13737
C: -3.13457 -1.59381 1.80674
O: -0.95932 -2.11782 1.04397
H: 0.04950 -1.75990 3.33640
H: -1.40784 -1.69680 4.18352
H: -1.03433 -0.34626 3.15110
H: -1.82806 -3.26495 2.48426
H: -3.00801 -0.59122 1.39824
H: -3.74963 -1.52247 2.70380
H: -3.61227 -2.24162 1.07171
H: -0.12915 -1.79167 1.39900

As for the spin multiplicity: 1. The value obtained for the total energy is -960.89099 hartree. As for the net charge: +2. The LUMO energy is -9.4 eV.

***

- Among the records above, which one has the highest net charge?
  C6H29O9Y

***

- Among the records above, which one has the lowest spin multiplicity?
  C6H29O9Y

***

- Which value of net charge does entry 4 give?
  +2